[1]
The following is a quantum chemistry calculation of 10 unconnected molecules or ions with the total composition C37H64B4F16N8O4, from OMol25.

The geometry in XYZ format:
```
133
Properties=species:S:1:pos:R:3:lowdin_charge:R:1
C -3.26726 5.84589 1.42072 0.055
C -1.78611 5.54048 1.66361 -0.289
O -1.00132 4.98388 0.86265 0.085
N -1.19964 5.95372 2.98529 0.107
H -1.89611 6.47841 3.49493 0.180
H -0.99164 5.17039 3.58799 0.100
C 0.16014 6.68558 2.96187 0.058
H -3.57339 6.89171 1.39522 0.107
H -3.78865 5.23471 2.15740 0.104
H -3.73314 5.34443 0.57242 0.076
H 0.92910 6.17821 2.37931 0.102
H 0.45391 6.80535 4.00468 0.111
H -0.09026 7.61207 2.44515 0.103
C 0.94664 -0.90404 0.91022 0.013
C 1.07936 0.32500 1.72097 -0.390
O 2.12309 0.87180 1.89930 0.111
N -0.18437 0.96075 2.19375 0.172
H -0.78755 0.16492 2.34518 0.089
H -0.23028 1.37796 3.11241 0.134
C -0.59777 1.95565 1.04240 0.068
H -0.08914 -1.16435 0.69226 0.093
H 1.61708 -1.59741 1.41802 0.101
H 1.23972 -0.73592 -0.12609 0.076
H -1.25785 2.75156 1.38724 0.070
H -1.19976 1.42737 0.30306 0.083
H 0.28357 2.47728 0.66925 0.099
C 2.98016 1.71135 4.95812 0.030
C 4.43921 1.23144 4.94577 -0.302
O 5.36758 1.56098 4.18859 0.106
N 4.79429 0.20779 6.05930 0.116
H 4.23929 0.53946 6.83523 0.161
H 4.41579 -0.70926 5.86992 0.171
C 6.36576 0.23528 6.45823 0.079
H 2.19926 0.95918 4.84614 0.100
H 2.80675 2.34187 4.08606 0.085
H 2.83676 2.27145 5.88214 0.119
H 6.49464 -0.52848 7.22514 0.099
H 6.54760 1.26037 6.78107 0.113
H 7.04354 -0.21646 5.73390 0.090
C 6.59840 -1.32528 2.02873 0.038
N 5.81835 -1.15462 0.79201 -0.073
C 6.34863 -1.69370 -0.32363 0.035
C 5.78171 -1.43744 -1.56351 0.042
C 4.72420 -0.58807 -1.66989 -0.140
C 4.10636 -0.12921 -0.52795 0.056
C 4.68900 -0.36965 0.71319 0.062
C 4.27864 -0.29045 -3.07251 -0.111
C 5.18680 -0.07591 -4.12210 0.069
C 4.71837 0.27793 -5.42866 0.051
N 3.41246 0.15917 -5.70023 -0.102
C 2.50499 -0.21529 -4.75746 0.062
C 2.90065 -0.33972 -3.40135 0.088
C 2.97364 0.56089 -7.03468 0.045
H 6.18996 -0.74031 2.85280 0.084
H 7.51047 -0.78155 1.78261 0.122
H 6.84107 -2.36513 2.24763 0.120
H 7.24255 -2.29165 -0.22478 0.159
H 6.20763 -1.75319 -2.50441 0.136
H 3.25898 0.53684 -0.59672 0.135
H 4.31617 -0.06046 1.67849 0.123
H 6.23986 -0.06273 -3.88275 0.131
H 5.29543 0.50992 -6.31160 0.154
H 1.48272 -0.05487 -5.06669 0.140
H 2.10360 -0.56571 -2.70849 0.117
H 3.11900 -0.34799 -7.61855 0.123
H 3.65330 1.22821 -7.56463 0.120
H 1.91474 0.79773 -6.93113 0.116
C 1.56584 -5.12231 1.05502 0.009
N 0.38042 -5.51062 0.35835 -0.086
C -0.26741 -4.73786 -0.56998 0.064
C -1.49827 -5.10774 -1.15991 0.077
C -1.99583 -6.38729 -0.94631 -0.109
C -1.29511 -7.16421 -0.00470 0.061
C -0.13803 -6.73453 0.66107 0.043
C -3.26185 -6.87303 -1.63241 -0.111
C -3.19838 -7.22233 -2.97155 0.056
C -4.32340 -7.74627 -3.57497 0.046
N -5.49811 -7.76017 -2.90194 -0.084
C -5.56488 -7.44387 -1.62424 0.013
C -4.45922 -7.07948 -0.96291 0.057
C -6.70338 -8.06913 -3.61742 0.033
H 1.72645 -4.09367 0.73220 0.090
H 2.38863 -5.77915 0.77277 0.114
H 1.40968 -5.25297 2.12583 0.124
H 0.23872 -3.81601 -0.81581 0.130
H -1.86394 -4.30663 -1.78515 0.127
H -1.61925 -8.18322 0.14681 0.137
H 0.45279 -7.39158 1.28206 0.155
H -2.25248 -7.08888 -3.47540 0.143
H -4.24345 -8.08156 -4.59849 0.161
H -6.56263 -7.51984 -1.21790 0.164
H -4.49478 -6.88244 0.09837 0.153
H -7.57218 -8.18240 -2.96900 0.119
H -6.51690 -9.03248 -4.09206 0.122
H -6.89871 -7.34115 -4.40482 0.126
C -3.25900 2.59658 -2.40131 -0.004
C -3.85543 4.08739 -2.29701 -0.247
C -2.91684 5.14953 -2.85865 -0.195
O -3.52360 6.42972 -2.71627 -0.202
C -2.72696 7.66689 -2.93803 -0.037
N -5.25474 4.12949 -2.96085 0.247
H -5.88339 3.34733 -2.84631 0.168
H -5.93608 4.82769 -2.69934 0.167
H -5.11699 4.26637 -3.95201 0.161
H -2.27111 2.77800 -1.97791 0.078
H -2.91829 2.39514 -3.41691 0.076
H -3.84232 1.77866 -1.97841 0.090
H -4.05481 4.25744 -1.23898 0.108
H -2.71287 4.95040 -3.91071 0.133
H -2.01243 5.15899 -2.25032 0.131
H -3.20774 8.42337 -3.55826 0.092
H -1.78846 7.48227 -3.46076 0.079
H -2.37102 8.07315 -1.99127 0.080
B -0.31811 3.32773 4.64468 -1.286
F 0.64670 3.36135 3.61052 0.091
F -0.11602 4.40293 5.50692 0.142
F -1.65701 3.35746 4.11355 0.100
F -0.11098 2.12471 5.27702 0.153
B -1.24894 -1.99116 3.24361 -1.494
F -0.34333 -2.81641 2.59008 0.104
F -2.15936 -2.82124 3.66095 0.238
F -0.69019 -1.33857 4.31062 0.158
F -1.79492 -1.03902 2.45095 0.188
B -4.85214 2.14601 1.00992 -1.547
F -4.64178 2.77713 2.22915 0.106
F -5.67708 1.15313 1.28379 0.213
F -5.31648 3.02407 0.12317 0.179
F -3.61778 1.72398 0.66639 0.156
B -1.08922 -0.89817 -2.31981 -1.316
F -0.28557 -0.80184 -3.42483 0.133
F -0.62285 -0.07833 -1.30807 0.113
F -2.33393 -0.27966 -2.76179 0.054
F -1.15968 -2.15016 -1.81315 0.170
```

Results
**HOMO energy**: -15.69 eV
**Lowest unoccupied orbital energy**: -0.3701 hartree
**E**: -3883.978229 a.u.
**Total charge**: +4
**Frontier orbital gap**: 5.62 eV

[2]
The following is a quantum chemistry calculation of 2 unconnected molecules or ions with the total composition C4H10N2O2, from OMol25.

The geometry in XYZ format:
```
18
Properties=species:S:1:pos:R:3:lowdin_charge:R:1
C -2.26671 2.09681 -0.29549 -0.007
C -0.76269 1.94867 -0.13954 -0.656
N -0.30745 2.08710 1.08047 0.161
O -0.06498 1.79153 -1.12423 0.030
H -2.46919 3.15730 -0.52125 0.094
H -2.74048 1.84564 0.66840 0.071
H -2.72338 1.47576 -1.08438 0.089
H -0.93902 1.87330 1.85631 0.118
H 0.66165 2.35522 1.26879 0.138
C 1.48822 -3.11816 -0.12111 -0.024
C 1.70361 -1.65431 -0.36853 -0.680
N 0.66309 -0.92034 -0.19382 0.173
O 2.81300 -1.21862 -0.59929 0.037
H 2.27684 -3.62521 -0.70213 0.087
H 0.50931 -3.52259 -0.42899 0.076
H 1.64051 -3.34138 0.94828 0.088
H -0.24374 -1.32327 0.05482 0.125
H 0.76140 0.09254 -0.29833 0.080
```

Results
**HOMO energy**: -9.26 eV
**Lowest unoccupied orbital energy**: 0.0178 hartree
**E**: -418.430963 a.u.
**Structure (SMILES)**: CC(N)=O.CC(N)=O
**Total charge**: 0
**Energy above the lowest of the compared OMol25 structures with the same formula, charge and spin**: 78.8 kJ/mol
**Frontier orbital gap**: 9.74 eV

[3]
The following is a quantum chemistry calculation of a single CH2INO2S molecule, from OMol25.

The geometry in XYZ format:
```
8
Properties=species:S:1:pos:R:3:mulliken_spin:R:1
C -0.06718 -0.05710 -0.20805 0.466
N -0.82314 -0.73888 -0.99549 0.587
O -2.15773 -0.91143 -0.70311 0.214
O -2.58970 1.51726 -0.78088 0.105
S -2.62740 0.40082 0.08691 0.228
I -4.98557 -0.10420 0.06366 0.288
H 0.94485 -0.11118 -0.55690 0.029
H -0.32504 0.64591 0.54914 0.084
```

Results
**HOMO energy (spin up / spin down)**: -5.77 / -10.02 eV
**Multiplicity**: 3
**Lowest unoccupied orbital energy (spin up / spin down)**: -0.0511 / -0.1626 hartree
**E**: -940.128093 a.u.
**Total charge**: 0
**Energy above the lowest of the compared OMol25 structures with the same formula, charge and spin**: 275.1 kJ/mol
**Frontier orbital gap (spin up / spin down)**: 4.38 / 5.59 eV

[4]
The following is a quantum chemistry calculation of 12 unconnected molecules or ions with the total composition C24H72O24S6, from OMol25.

The geometry in XYZ format:
```
126
Properties=species:S:1:pos:R:3:lowdin_charge:R:1
C -3.17149 -3.74560 1.27170 -0.037
C -2.21770 -3.70479 0.10628 -0.237
O -2.94341 -4.20203 -1.05990 -0.256
S -2.19850 -4.26249 -2.45080 0.569
C -1.76149 -5.96727 -2.51324 -0.101
O -3.14740 -3.95345 -3.46009 -0.243
O -0.98830 -3.50317 -2.34234 -0.294
H -4.02575 -3.08109 1.13362 0.068
H -2.63781 -3.43752 2.17145 0.087
H -3.56494 -4.75265 1.40963 0.089
H -1.86689 -2.69534 -0.09709 0.086
H -1.35041 -4.33659 0.30766 0.112
H -1.02136 -6.13082 -1.73402 0.076
H -1.36587 -6.13428 -3.51216 0.081
H -2.64248 -6.57132 -2.31981 0.079
C 0.41213 0.55794 4.44958 -0.055
C 0.46349 1.26879 5.76929 -0.217
O 1.21286 2.49882 5.50500 -0.273
S 0.90798 3.77481 6.38054 0.527
C 1.72088 3.38402 7.89053 -0.118
O 1.62845 4.81330 5.73823 -0.264
O -0.48773 3.87671 6.59533 -0.264
H -0.05708 1.16776 3.67506 0.066
H -0.10726 -0.39879 4.47219 0.080
H 1.43563 0.35856 4.12124 0.079
H -0.52794 1.53771 6.12758 0.116
H 1.04266 0.70880 6.50167 0.124
H 2.77365 3.24125 7.66566 0.079
H 1.31329 2.46787 8.31397 0.070
H 1.53881 4.20853 8.57558 0.078
C 5.53329 -2.35221 -3.96536 -0.053
C 5.40516 -1.28324 -2.90192 -0.266
O 4.46153 -0.28624 -3.34963 -0.253
S 3.79891 0.65919 -2.25794 0.544
C 5.18279 1.59845 -1.66007 -0.098
O 2.92277 1.50198 -2.98127 -0.248
O 3.32042 -0.16282 -1.18982 -0.298
H 4.74605 -3.09648 -3.84813 0.059
H 6.44993 -2.90388 -3.73293 0.087
H 5.57369 -1.96227 -4.97694 0.086
H 5.03579 -1.73672 -1.98055 0.107
H 6.36631 -0.80113 -2.71160 0.118
H 5.82147 1.84399 -2.50384 0.080
H 5.68432 0.97006 -0.92986 0.075
H 4.75392 2.49953 -1.22907 0.047
C -3.43615 -0.51090 -1.17259 -0.033
C -4.59646 -1.39050 -1.54324 -0.262
O -5.81461 -0.66260 -1.28266 -0.233
S -7.03582 -1.49849 -0.72273 0.548
C -7.42554 -2.53278 -2.10708 -0.106
O -6.58376 -2.31500 0.35832 -0.280
O -8.07812 -0.57081 -0.50254 -0.255
H -2.47916 -0.93253 -1.47778 0.059
H -3.41671 -0.39383 -0.08625 0.070
H -3.56124 0.49190 -1.58458 0.075
H -4.55179 -1.66350 -2.60070 0.121
H -4.57256 -2.31290 -0.96445 0.084
H -8.18451 -3.23605 -1.77423 0.077
H -6.51408 -3.06708 -2.36110 0.063
H -7.80776 -1.87554 -2.88129 0.078
C -3.50991 2.63348 -5.19005 -0.052
C -2.34862 2.06602 -4.37746 -0.246
O -1.58580 3.16038 -3.81305 -0.253
S -1.52288 3.27202 -2.23358 0.565
C -0.39075 1.94978 -1.83628 -0.091
O -0.91734 4.52495 -1.96809 -0.264
O -2.81701 2.97229 -1.69589 -0.290
H -3.71727 2.01337 -6.06097 0.076
H -3.19372 3.59843 -5.59165 0.083
H -4.38567 2.77028 -4.56293 0.079
H -2.74818 1.44792 -3.57602 0.095
H -1.66917 1.48844 -4.99640 0.106
H -0.03985 1.50357 -2.75757 0.056
H -0.93536 1.19372 -1.27786 0.039
H 0.38725 2.37705 -1.20720 0.053
C 1.06013 6.27605 2.53633 -0.051
C 1.58838 5.70366 1.22850 -0.245
O 2.83706 5.02433 1.49083 -0.232
S 2.97116 3.51869 1.05886 0.580
C 1.80877 2.73532 2.11729 -0.107
O 2.53812 3.42039 -0.29968 -0.266
O 4.29420 3.10470 1.40801 -0.263
H 0.85022 5.48914 3.25923 0.058
H 0.20034 6.91255 2.33693 0.086
H 1.83819 6.90648 2.97044 0.088
H 0.85123 5.05811 0.75177 0.103
H 1.80661 6.51403 0.53571 0.128
H 0.83376 3.17922 1.94029 0.060
H 2.06826 2.99240 3.14533 0.077
H 1.85278 1.66033 1.96694 0.067
C -2.57347 1.37119 1.80948 -0.116
O -1.28437 1.57257 1.23670 -0.148
H -2.61146 1.67946 2.85954 0.087
H -3.34811 1.87404 1.22956 0.093
H -2.81209 0.30820 1.83134 0.073
H -1.16742 2.52194 1.14015 0.087
C 0.45213 -1.12221 0.12786 -0.099
O -0.15994 -0.95078 1.41269 -0.146
H 1.00094 -2.06433 0.14827 0.067
H -0.30633 -1.18381 -0.65223 0.057
H 1.19740 -0.34370 -0.02966 0.066
H -0.54544 -0.06240 1.39814 0.027
C 2.24128 -3.42716 -2.25190 -0.137
O 3.19702 -4.46201 -2.50133 -0.122
H 2.72050 -2.44757 -2.16422 0.059
H 1.53757 -3.35330 -3.07593 0.068
H 1.70252 -3.65391 -1.32904 0.069
H 3.92019 -4.30137 -1.88922 0.071
C 0.22763 -0.88598 -4.30310 -0.135
O -0.71376 -0.89111 -3.24350 -0.152
H 1.24133 -0.68930 -3.93020 0.069
H 0.27659 -1.84862 -4.82182 0.084
H -0.03069 -0.10293 -5.01274 0.070
H -0.74793 -1.78148 -2.87462 0.003
C 3.95073 -0.31819 2.55491 -0.156
O 4.06874 0.92537 3.21470 -0.130
H 4.91205 -0.65967 2.14879 0.080
H 3.62089 -1.07121 3.26918 0.077
H 3.23327 -0.26620 1.72573 0.063
H 4.23538 1.59614 2.54342 0.013
C 1.04741 -3.71660 2.67098 -0.161
O 0.43013 -2.73316 3.48134 -0.143
H 1.25890 -4.61694 3.24124 0.078
H 0.39127 -3.96711 1.82948 0.058
H 1.99053 -3.34103 2.25572 0.072
H 0.07761 -2.05920 2.87805 0.020
```

Results
**HOMO energy**: -10.10 eV
**Lowest unoccupied orbital energy**: 0.0044 hartree
**E**: -5152.378104 a.u.
**Structure (SMILES)**: CCOS(C)(=O)=O.CCOS(C)(=O)=O.CCOS(C)(=O)=O.CCOS(C)(=O)=O.CCOS(C)(=O)=O.CCOS(C)(=O)=O.CO.CO.CO.CO.CO.CO
**Total charge**: 0
**Energy above the lowest of the compared OMol25 structures with the same formula, charge and spin**: 0.0 kJ/mol
**Frontier orbital gap**: 10.22 eV